[1]
Below is a single C16H24N4O2S3 molecule at a distorted geometry, with properties calculated with ωB97M-V with the def2-TZVPD basis set.

The calculation puts the frontier orbital gap at 8.8 eV. The multiplicity is 1. Its lowest unoccupied orbital energy is 0.4 eV.

Each line ends with the Löwdin charge.
Geometry (Å):
S: 1.6805 1.8377 0.5617  0.98
S: -0.1238 -0.4709 -0.4753  1.12
S: -3.4033 1.7657 -1.6051  1.00
O: -3.8968 -2.0415 -1.4868  0.05
O: 2.2813 -1.2910 -0.4663  -0.07
N: -0.9761 4.5161 -0.3272  0.18
N: -1.6201 -0.1312 -1.0296  -0.28
N: -4.4967 -0.7400 0.2422  -0.07
N: 4.2875 -0.2894 -0.3305  -0.07
C: -4.1014 1.1504 1.8015  -0.07
C: 2.4774 0.3328 1.2314  -0.34
C: -4.2641 0.2210 -2.0395  -0.34
C: -0.9084 3.3749 -0.4288  -0.24
C: -1.8771 1.1450 -1.0468  -0.69
C: 5.2570 0.6058 0.2682  -0.21
C: 5.4135 -2.3493 -1.0894  -0.06
C: 5.1713 2.0217 -0.2982  -0.06
C: 4.7370 -1.0437 -1.4926  -0.20
C: -4.3546 -1.8910 1.1241  -0.19
C: 3.0257 -0.4911 0.0837  -0.54
C: -2.8961 -2.1618 1.4785  -0.08
C: -5.0490 0.4663 0.8179  -0.23
C: 0.2353 1.1925 -0.1552  -0.73
C: -0.8380 1.9820 -0.5437  -0.36
C: -4.1812 -0.9424 -1.0543  -0.55
H: 5.9564 2.6372 0.1322  0.08
H: 5.7462 -2.8802 -1.9766  0.08
H: 5.1342 0.6281 1.3529  0.11
H: 4.2107 2.4755 -0.0701  0.03
H: 6.2474 0.1919 0.0634  0.12
H: 3.8587 -1.2647 -2.1023  0.12
H: -2.8288 -3.0355 2.1216  0.07
H: -2.4538 -1.3114 1.9918  0.06
H: 1.7089 -0.2462 1.7445  0.09
H: -2.3355 -2.3514 0.5676  0.05
H: -5.9760 0.1980 1.3409  0.12
H: -4.9453 -1.7066 2.0232  0.12
H: -5.3079 1.1658 0.0246  0.08
H: -3.1584 1.3915 1.3187  0.05
H: 6.2753 -2.1642 -0.4513  0.07
H: -3.9028 0.5131 2.6590  0.07
H: 3.2187 0.6906 1.9395  0.07
H: 5.2952 2.0070 -1.3781  0.08
H: -5.3026 0.5145 -2.2038  0.09
H: -4.5500 2.0753 2.1541  0.08
H: 4.7082 -2.9776 -0.5520  0.08
H: -4.7580 -2.7650 0.6037  0.12
H: -3.8416 -0.1400 -2.9777  0.09
H: 5.4210 -0.4144 -2.0658  0.12

Forces on atoms 1 to 6 (eV/Å):
S 0.073 -0.058 0.163
S -0.380 0.833 -0.058
S -0.291 0.231 -0.207
O 0.016 -0.302 -0.113
O 0.184 -0.228 0.062
N -0.004 0.387 0.026



[2]
Below is 2 unconnected molecules or ions with the total composition C23H46Cl3N5O5P3S2 at a distorted geometry, with properties calculated with ωB97M-V with the def2-TZVPD basis set.

The calculation puts the frontier orbital gap at 8.1 eV. The multiplicity is 1. The net charge is +1. Its lowest unoccupied orbital energy is -3.6 eV.

Each line ends with the Löwdin charge.
Geometry (Å):
Cl: 0.8362 2.8755 -8.2621  0.55
Cl: -1.1656 0.7810 -8.0361  0.52
Cl: -1.7934 3.4901 -7.1943  0.52
S: 3.7197 0.8200 -0.7197  0.32
S: -3.4292 -3.4187 1.1594  0.25
P: 2.3905 -0.5327 -1.1011  0.49
P: -0.9279 -2.3583 3.3482  0.76
P: -2.2682 -2.2760 0.1445  0.37
O: 2.1705 -4.9125 1.8032  0.10
O: 5.1886 -2.8832 2.7501  -0.02
O: -0.3721 1.4546 -3.8160  0.15
O: 6.9039 -1.4267 2.5742  0.12
O: -0.9454 -0.5733 -2.9986  0.04
N: -2.3526 0.9049 -0.1005  0.01
N: -0.0159 0.4804 -0.1473  0.02
N: -0.4344 0.1299 2.7155  0.09
N: -0.0644 -2.0899 4.6175  -0.26
N: -1.5284 -0.9667 0.9907  -0.19
C: -2.2986 1.9054 -1.1711  -0.07
C: -6.6223 1.1568 -1.9145  -0.09
C: -1.1528 0.7862 -3.1968  -0.47
C: -0.4385 -1.1555 1.9910  -0.53
C: 1.4101 4.8457 0.7132  -0.09
C: -5.8460 1.4207 -0.6230  -0.25
C: 0.5398 1.8037 0.3190  -0.14
C: 1.7683 -3.8097 2.0993  -0.25
C: 1.1790 -2.9029 1.0335  -0.12
C: -1.2953 0.1789 0.2157  -0.33
C: 6.2732 -2.3519 2.1093  -0.52
C: 1.0595 2.7877 -0.7348  -0.24
C: 0.8471 -0.7162 -0.0832  -0.36
C: 6.6140 -3.0392 0.8297  0.03
C: 2.0655 -0.8474 2.2549  -0.13
C: 0.9677 -1.4056 1.3281  -0.35
C: -3.6549 0.7744 0.5806  -0.12
C: 3.5240 -1.2637 1.9652  -0.17
C: 2.0798 3.7499 -0.1180  -0.28
C: -4.8190 0.3228 -0.3207  -0.19
C: -0.5245 2.2680 -7.3300  -1.57
C: 4.2256 -1.9179 3.1638  -0.17
C: -2.4241 1.2980 -2.5737  -0.05
H: -3.1636 2.5532 -1.0465  0.13
H: -2.9383 -1.5573 -0.8437  -0.01
H: -4.4796 -0.1480 -1.2407  0.07
H: 4.7395 -1.1519 3.7452  0.13
H: -2.2704 -1.9943 3.5023  0.00
H: -1.2792 -2.9360 -0.5927  0.00
H: -5.3743 2.4048 -0.6629  0.10
H: -0.9165 -3.6592 2.8296  0.00
H: -1.4937 -1.0814 -3.6106  0.13
H: 1.8382 -0.4197 -2.3783  -0.01
H: 1.7883 -3.4623 3.1400  0.10
H: -3.5593 0.1283 1.4451  0.11
H: 0.7410 4.4192 1.4621  0.07
H: -5.9612 0.7603 -2.6862  0.07
H: 2.0129 0.2338 2.3191  0.11
H: 0.4295 -2.8993 4.9675  -0.01
H: 1.3372 1.6121 1.0301  0.10
H: 0.2727 3.4199 -1.1433  0.10
H: 5.7321 -3.2493 0.2289  0.08
H: 0.8372 5.5160 0.0724  0.08
H: 4.0926 -0.3736 1.7126  0.07
H: -3.8904 1.7712 0.9598  0.14
H: 2.6301 4.2112 -0.9374  0.12
H: -7.3966 0.4105 -1.7413  0.08
H: 7.1228 -3.9816 1.0330  0.10
H: 1.8348 -1.2024 3.2621  0.09
H: -0.0377 0.0017 3.6470  0.07
H: -0.2544 2.2760 0.8956  0.12
H: -1.4364 2.5391 -1.0563  0.10
H: -1.4031 0.3957 2.8760  0.09
H: 0.2377 -3.3838 0.7604  0.09
H: 2.1619 5.4388 1.2300  0.08
H: 2.7934 3.2051 0.4980  0.07
H: 3.5354 -2.4286 3.8292  0.11
H: -7.0900 2.0580 -2.3001  0.08
H: -0.1746 2.0341 -6.3335  -0.02
H: 2.9069 -1.8320 -1.0862  -0.01
H: 1.5080 2.2541 -1.5688  0.07
H: 7.2862 -2.3938 0.2702  0.09
H: -6.5583 1.4639 0.2020  0.12
H: -2.8068 2.0865 -3.2223  0.14
H: 1.8335 -3.0407 0.1739  0.10
H: -5.3378 -0.4621 0.2336  0.12
H: 0.3104 -1.4539 -0.6874  0.08
H: -3.1509 0.4906 -2.5805  0.10
H: 3.6007 -1.9596 1.1282  0.09

Forces on atoms 1 to 6 (eV/Å):
Cl -0.005 -0.008 -0.003
Cl -0.014 -0.031 0.023
Cl 0.002 -0.027 0.049
S -0.082 -0.204 -0.007
S 0.320 0.105 -0.041
P 0.666 0.839 0.094



[3]
Below is a molecular structure, C5H7NO2 at a distorted geometry, with properties calculated with ωB97M-V with the def2-TZVPD basis set.

The calculation puts the frontier orbital gap at 9.2 eV. The multiplicity is 1. Its lowest unoccupied orbital energy is 0.9 eV.

Each line ends with the Löwdin charge.
Geometry (Å):
O: 0.9042 -1.0060 -0.3757  -0.02
O: 0.4112 1.1165 0.3618  0.01
N: -2.4031 0.7037 -0.3620  0.01
C: 2.2227 -0.2783 -0.2528  0.03
C: -1.4457 -0.4908 -0.4529  -0.25
C: 1.7862 0.8673 0.1109  -0.13
C: -1.0645 -0.8451 0.9516  -0.03
C: -0.1159 -0.2276 0.0526  -0.56
H: 2.5276 1.5837 0.0701  0.10
H: -1.5586 1.5490 0.1791  0.20
H: -1.3505 -0.2200 1.8431  0.14
H: -2.3837 1.0535 -1.3583  0.06
H: 3.1564 -0.8916 -0.4619  0.16
H: -1.0006 -1.8931 1.2929  0.12
H: -1.3887 -1.1442 -1.3767  0.17

Forces on atoms 1 to 6 (eV/Å):
O 3.164 -1.668 -1.242
O 2.135 -1.891 -1.223
N 4.398 2.241 -0.433
C -3.146 -4.481 -0.772
C -1.710 2.098 -0.724
C -0.300 2.608 0.755



[4]
Below is 2 unconnected molecules or ions with the total composition C6H12N3 at a distorted geometry, with properties calculated with ωB97M-V with the def2-TZVPD basis set.

The calculation puts the frontier orbital gap at 10.8 eV. The multiplicity is 1. The net charge is +1. Its lowest unoccupied orbital energy is -2.7 eV.

Each line ends with the Löwdin charge.
Geometry (Å):
N: 1.8914 0.8315 -0.5290  0.15
N: 0.3879 -0.4587 0.4757  0.12
N: -2.0539 0.2427 0.8325  0.07
C: 4.1579 -0.1736 0.0910  0.00
C: 1.6861 -0.9659 0.8096  0.06
C: -3.9278 -0.4276 -0.6007  -0.06
C: 2.6073 -0.1705 0.1392  -0.21
C: -2.5202 -0.2898 -0.2239  -0.28
C: 0.6296 0.5825 -0.2834  -0.14
H: 1.8445 -1.7200 1.4648  0.10
H: 4.7195 -1.0182 0.6809  0.14
H: 2.2986 1.5535 -1.1229  0.19
H: -2.6528 0.8131 1.4476  0.10
H: -4.6600 0.2055 -0.0240  0.10
H: -0.1089 1.2943 -0.6551  0.16
H: 4.4115 0.8960 0.4011  0.11
H: -3.9471 0.1740 -1.5884  0.12
H: 4.4698 -0.3808 -0.8388  0.02
H: -1.9063 -1.0437 -0.6585  0.10
H: -4.3301 -1.3866 -0.5978  0.06
H: -0.5490 -0.5939 0.8402  0.08

Forces on atoms 1 to 6 (eV/Å):
N 1.308 -1.872 0.831
N 4.234 0.087 -0.356
N 0.265 0.503 -0.027
C -1.454 0.530 4.323
C -0.429 3.509 -3.010
C -1.090 5.058 -1.435



Number 1: DFT total energy -2188.15996 Ha. Number 2: DFT total energy -4754.69379 Ha. Number 3: DFT total energy -399.76145 Ha. Number 4: DFT total energy -399.81076 Ha.